1.
DFT (ωB97M-V with the def2-TZVPD basis set) results for C30H48CrF7O37P4 as an isolated structure.

Structure (ORCA input):
```
! wB97M-V def2-TZVPD RIJCOSX def2/J DEFGRID3
* xyz -1 5
Cr 0.0098 0.8013 -0.7031
P 0.1838 4.1500 0.3907
P 0.7639 1.8196 -3.9374
P 0.8878 -1.0956 0.2209
P -3.1771 1.4322 -1.9464
F -5.3415 1.4113 2.1261
F -0.5567 -3.0496 -4.3507
F 0.4752 -5.6254 0.3338
F 4.6162 2.1045 -0.0009
F 4.2962 -4.6155 -0.3691
F -2.1517 -4.0735 1.8440
F -0.2115 -0.6586 5.6957
O 0.7490 0.8407 -5.1898
O -5.6035 -3.1704 3.4996
O -3.7606 -3.6066 -2.0973
O -2.1281 1.5637 -0.8944
O -2.4073 3.7233 4.2135
O -2.7322 0.6821 -3.2691
O 3.4191 0.5857 5.6336
O 0.0789 1.3381 -2.7175
O 2.3401 2.0423 -3.8050
O -4.4305 0.6396 -1.3913
O 0.4757 -7.8861 3.8954
O 4.5117 -2.5791 -2.6117
O 1.4037 -2.4520 0.7035
O 5.5642 -2.7418 -0.6541
O -3.9109 3.0514 2.6795
O 4.7817 0.5057 2.4673
O 0.6041 4.5577 1.8956
O 1.2967 0.7038 4.8896
O -0.5431 -1.1737 -0.4043
O -1.6091 -4.3055 -1.8818
O 0.1945 3.1585 -4.5951
O -3.4904 -2.7010 4.2021
O -3.7869 2.7991 -2.4802
O -2.3037 1.6855 3.2838
O -2.0870 -2.3519 -2.8601
O -3.9289 -2.6692 2.0800
O 2.5235 -1.1362 4.5143
O 6.1887 0.6666 0.7513
O 7.0078 0.6264 2.8509
O 0.5389 0.1505 1.1481
O 1.5691 -0.4017 -1.0503
O 2.1101 -6.7271 2.8320
O 0.0030 -6.4108 2.2741
O 0.8122 5.3097 -0.5143
O 0.5145 2.7785 0.0246
O 6.5645 -1.6964 -2.3963
O -1.3693 4.5166 0.4457
C -4.1016 1.9215 1.8486
C 0.8145 3.4655 2.7956
C 3.5428 -2.7402 -1.5839
C 4.2634 -3.2439 -0.3509
C -4.2546 -0.6427 -0.7834
C 3.9567 0.2922 1.3421
C 0.6562 -5.3114 1.6728
C -3.8289 4.0099 -1.7105
C 5.6617 -2.3076 -1.9079
C -3.0046 0.9619 2.3078
C 4.8779 0.7734 0.2238
C -0.4896 0.7035 -5.9382
C -0.5406 4.0952 -3.7955
C 0.3766 -0.2463 4.4810
C -0.7172 -2.5355 -3.0564
C -2.7662 2.9152 3.4260
C 2.0365 5.0490 -1.2328
C 3.2294 1.0294 -3.2486
C 2.1115 -5.5192 2.0681
C -2.5856 -3.4470 -2.2479
C 6.1077 0.6052 2.0958
C 1.2551 -1.3731 3.9240
C -2.5220 -2.7812 2.0959
C -2.2553 -2.4656 3.5642
C -1.8457 5.7684 0.9305
C 0.8302 -7.0989 3.0913
C -0.3211 -3.6995 -2.1222
C -3.7153 0.2749 -4.2374
C 2.4926 0.1117 5.0804
C -4.4560 -2.9458 3.3168
H -2.1916 6.3948 0.1046
H 2.6146 -5.6568 1.1124
H -2.3999 0.6998 1.4402
H 3.6062 1.4429 -2.3201
H -0.1890 5.1247 -3.8377
H 1.7847 2.9797 2.6637
H 0.0976 -4.4296 1.9593
H -1.9050 -1.4436 3.6943
H -0.2466 -1.5698 -2.8976
H -0.4843 0.0488 3.8911
H -3.1891 -0.7922 -0.5654
H 2.6097 0.1477 -3.1063
H -2.0299 -2.1352 1.3632
H -0.2961 0.0667 -6.7977
H 1.3080 -1.2808 2.8406
H -1.5126 -3.1377 3.9930
H 2.7505 -3.4571 -1.7844
H 0.0759 2.6659 2.7997
H -0.0291 -3.1659 -1.2128
H 2.5331 -4.6482 2.5636
H -3.5669 -0.7701 -4.5090
H -4.8416 4.4095 -1.7328
H 3.1896 -1.7265 -1.3765
H -1.0863 6.2861 1.5113
H -4.7311 0.1946 -3.8398
H 4.0348 0.7960 -3.9416
H -4.8017 -0.6979 0.1574
H -3.6462 3.7654 -0.6659
H 0.4582 -4.3710 -2.4578
H -4.5410 -1.4836 -1.4153
H -2.7335 5.5667 1.5308
H 2.6305 5.9575 -1.1564
H 2.6459 4.3080 -0.7118
H 0.6233 -2.2584 4.0339
H -3.0905 4.7001 -2.1065
H -4.0942 2.1343 0.7834
H 1.8827 4.7222 -2.2570
H 3.0876 0.9418 1.4480
H -0.6578 1.6760 -6.4033
H -3.6895 0.9878 -5.0545
H 4.7349 0.2670 -0.7269
H 3.7730 -2.8538 0.5380
H -3.3872 0.0285 2.7174
H -1.6018 3.9985 -4.0117
H -1.2755 0.3621 -5.2715
H -0.4121 3.8661 -2.7320
H 3.5493 -0.6992 1.1302
H 0.8772 3.9029 3.7915
*
```

Properties
- ΔE to the lowest compared entry with this formula, charge and spin: 0.0 kcal per mole
- ⟨S²⟩: 6.01
- Gap between HOMO and LUMO (spin up / spin down): 5.30 / 7.59 eV
- HOMO level (spin up / spin down): -3.9 / -6.1 eV

Atomic partial charges in e from the Mulliken method, atoms 1 to 99: 0.58 -1.46 -0.54 0.52 -0.56 -0.38 -0.44 -0.37 -0.35 -0.38 -0.29 -0.44 -0.34 -0.55 -0.63 0.96 -0.55 0.40 -0.54 1.04 -0.39 -0.42 -0.53 -0.42 -0.76 -0.39 -0.43 -0.39 -0.26 -0.37 -0.65 -0.42 -0.42 -0.39 -0.46 -0.35 -0.17 -0.38 -0.38 -0.39 -0.54 0.86 -0.65 -0.42 -0.46 -0.34 1.63 -0.55 0.27 1.49 -0.36 0.82 1.19 -0.29 2.02 1.29 -0.26 0.55 0.44 1.04 -0.33 -0.14 1.23 1.20 0.46 -0.39 -0.04 0.18 0.40 0.46 -0.04 1.51 0.28 -1.05 0.47 0.35 -1.25 0.50 0.65 0.27 0.08 -0.43 0.33 0.41 0.19 -0.48 -0.27 -0.68 -0.50 -0.31 -0.30 -0.80 0.30 0.04 0.29 0.01 0.00 -0.53 0.16

2.
DFT (ωB97M-V with the def2-TZVPD basis set) results for C30H48F6N6O2PbS as an isolated structure.

Structure (ORCA input):
```
! wB97M-V def2-TZVPD RIJCOSX def2/J DEFGRID3
* xyz 2 1
Pb 10.8643 13.4849 10.6066
S 12.9184 18.2263 9.5035
F 9.6134 16.0126 8.2274
F 8.6172 15.5572 6.3268
F 9.8091 13.4662 4.9108
F 10.7914 15.8944 6.4213
F 11.8181 13.6677 5.7463
F 10.7505 11.8078 6.1683
O 12.6290 9.7762 13.8770
O 10.9055 13.4975 8.3451
N 11.4499 11.1275 9.9959
N 11.6732 12.8211 13.5982
N 13.6816 13.7622 10.8904
N 13.0841 7.7162 13.0177
N 8.4657 13.8105 11.2731
N 12.7224 17.2078 13.7417
C 7.2620 12.4913 12.8719
C 12.9602 13.3518 14.1215
C 14.4714 14.0817 12.1237
C 12.2275 9.3771 11.4924
C 11.3966 8.8985 9.2373
C 6.6227 16.2042 10.5875
C 7.2829 11.1291 12.2181
C 12.8187 14.8519 14.5226
C 10.6027 13.1731 5.9906
C 14.1871 13.0985 13.2376
C 11.1358 10.2437 9.0842
C 11.9443 8.4210 10.4377
C 11.9828 10.6883 11.1977
C 8.2195 16.9987 12.3710
C 14.2323 15.5587 12.5109
C 9.9492 13.7833 7.3040
C 9.7652 15.3042 7.0604
C 6.9523 12.5229 14.2020
C 8.5714 13.0905 7.5199
C 8.2053 10.0840 12.9596
C 6.8926 16.2925 12.0802
C 7.5967 11.0456 10.7438
C 12.8880 15.7308 13.2431
C 12.6909 9.0204 12.8768
C 11.2756 18.8892 9.1415
C 7.5266 13.7541 12.1640
C 6.9218 14.9451 12.7874
C 13.2127 16.7561 8.4319
C 6.5150 14.8907 14.0992
C 6.6568 13.7399 14.8461
H 15.0776 13.1183 13.8838
H 8.1263 13.5383 8.4115
H 5.7586 15.5230 10.3772
H 12.4706 15.9489 8.6214
H 7.9521 13.2826 6.6527
H 6.2202 10.7707 12.2677
H 6.3212 17.1791 10.1795
H 13.5843 17.4396 14.2521
H 13.8195 14.5265 10.2262
H 14.2029 16.3926 8.7162
H 5.9901 15.7680 14.4815
H 12.3205 11.5118 11.8635
H 13.1604 17.0191 7.3991
H 6.0847 16.8503 12.5624
H 12.1845 7.3760 10.5834
H 12.7255 17.8122 12.9013
H 14.1809 12.0680 12.8965
H 13.3992 7.4726 13.9632
H 9.0768 16.3924 11.9860
H 14.2460 16.1947 11.5831
H 11.8832 17.3809 14.3014
H 10.9539 13.2200 14.2026
H 10.6610 18.1458 8.6328
H 15.0767 15.8587 13.1489
H 11.8968 14.9852 15.1199
H 7.1438 11.8621 10.2547
H 13.6668 15.0662 15.1484
H 10.8273 19.1806 10.0816
H 6.5256 13.7000 15.9117
H 7.9531 9.9346 14.0236
H 10.6978 10.6255 8.1901
H 8.3700 17.2358 13.4446
H 11.6721 11.7737 13.7699
H 11.4199 19.7748 8.5686
H 8.7186 11.9849 7.6497
H 8.2129 17.9691 11.8024
H 6.9304 11.6070 14.7329
H 11.0819 8.1744 8.4877
H 8.6624 11.0390 10.4216
H 14.1315 12.9231 10.4589
H 12.0181 15.5748 12.5739
H 9.2504 10.4372 12.8817
H 7.1801 10.1297 10.2718
H 13.4958 7.2035 12.2217
H 13.2584 12.7610 15.0187
H 8.2040 9.1658 12.3657
H 15.5562 14.0342 11.8634
H 7.5271 15.8646 9.9925
*
```

Properties
- ΔE to the lowest compared entry with this formula, charge and spin: 17.4 kcal per mole
- Gap between HOMO and LUMO: 6.13 eV
- HOMO level: -13.0 eV

Need the Mulliken charges? In units of e they are: 2.54 -0.13 -0.07 -0.30 -0.25 -0.27 -0.21 -0.22 -0.63 -1.08 0.20 -0.47 -0.29 -0.43 -0.06 -0.06 0.35 0.08 0.00 0.35 -1.01 -1.51 0.91 -1.58 0.45 -1.31 -0.27 -0.79 0.78 -1.25 -1.23 0.90 0.36 -0.90 -1.35 -1.25 0.43 -1.82 1.05 0.44 -0.49 -0.05 0.21 -0.46 -0.78 -0.84 0.54 0.10 0.36 -0.33 0.58 0.37 0.49 0.42 -0.01 0.40 0.47 -0.61 0.50 0.64 0.42 0.35 0.49 0.30 0.10 0.32 0.38 0.28 -0.05 0.52 0.59 0.54 0.44 0.23 0.50 0.43 0.27 0.40 0.02 0.40 0.24 0.41 0.49 0.46 0.15 0.28 -0.85 0.20 0.53 0.22 0.46 0.43 0.43 0.07

What is the formula in the second record?
C30H48F6N6O2PbS